# 1
C4H9N2O | wB97M-V/def2-TZVPD

The geometry in XYZ format:
```
16
C4H9N2O (wB97M-V/def2-TZVPD)
C 1.40333 1.93756 0.20216
C 0.15972 1.11642 0.31995
C -0.99189 0.95279 -0.37549
N -1.50312 -0.29680 -0.03410
C -0.69640 -0.89938 0.82735
N 0.21490 -0.00361 1.16422
H 2.23916 1.26844 0.02087
H 1.30954 2.61635 -0.64006
H 1.56722 2.56365 1.05913
H -1.60480 1.60780 -0.92474
H -2.29674 -0.65879 -0.53787
H -1.00944 -1.79214 1.32963
H 0.98350 -0.12142 1.80908
H 0.45126 -2.11813 -1.65960
H -0.20996 -3.48426 -1.53035
O -0.01629 -2.68847 -1.03018
```

As for the max |F|: 2.04 eV/Å. The energy above the lowest of the compared OMol25 structures with the same formula, charge and spin comes out at 52.7 kJ/mol. The value obtained for the molecular weight is 101.1 u. The orbital gap comes out at 11.146 eV. As for the total charge: +1.

natural (NBO) atomic charges, in units of e: -0.66 0.16 -0.07 -0.46 0.31 -0.47 0.24 0.26 0.25 0.25 0.46 0.26 0.45 0.48 0.49 -0.96

# 2
C4H9N2O | wB97M-V/def2-TZVPD

The geometry in XYZ format:
```
16
C4H9N2O (wB97M-V/def2-TZVPD)
C -1.94893 -0.18953 -0.71547
C -1.50797 -1.62846 -0.94589
C 0.18925 -0.12748 -0.96170
C 1.70923 1.40189 1.93520
N -0.94048 0.59900 -0.63528
N -0.04325 -1.40969 -1.22243
O 1.29153 0.47927 -1.04119
H -2.85320 0.14862 -0.50557
H -1.76371 -2.19300 0.05997
H -2.23206 -2.14331 -1.67084
H 2.13768 1.76239 2.90256
H 1.54068 2.32292 1.30573
H 2.08115 0.63780 1.37736
H 0.59290 1.23430 2.07536
H 0.50184 -2.26043 -1.25598
H 1.24534 1.36572 -0.70182
```

As for the max |F|: 5.75 eV/Å. The energy above the lowest of the compared OMol25 structures with the same formula, charge and spin comes out at 249.3 kJ/mol. The value obtained for the molecular weight is 101.1 u. The orbital gap comes out at 10.733 eV. As for the total charge: +1.

natural (NBO) atomic charges, in units of e: 0.25 -0.34 0.79 -0.87 -0.45 -0.53 -0.55 0.22 0.29 0.29 0.26 0.20 0.20 0.21 0.47 0.55

# 3
C4H9N2O | wB97M-V/def2-TZVPD

The geometry in XYZ format:
```
16
C4H9N2O (wB97M-V/def2-TZVPD)
C 0.51388 2.68987 1.19665
C 0.18784 1.34077 0.75122
C -0.97522 0.80462 0.08131
N -0.65226 -0.36171 -0.45416
C 0.61826 -0.66318 -0.10366
N 1.13107 0.37099 0.56010
H 0.58966 3.38309 0.35653
H -0.30023 3.05910 1.83774
H 1.42441 2.67363 1.79026
H -1.93439 1.29552 0.03332
H -1.36314 -1.01511 -0.80060
H 1.25664 -1.41548 -0.56665
H 2.13124 0.43119 0.74722
H 0.05862 -3.64073 -2.03161
H -1.42437 -3.54970 -2.04928
O -0.66292 -3.19270 -1.56984
```

As for the max |F|: 1.70 eV/Å. The energy above the lowest of the compared OMol25 structures with the same formula, charge and spin comes out at 0.0 kJ/mol. The value obtained for the molecular weight is 101.1 u. The orbital gap (alpha / beta) comes out at 9.410 / 5.494 eV. Its multiplicity is 2. As for the total charge: +2.

natural (NBO) atomic charges, in units of e: -0.71 0.41 0.19 -0.45 0.44 -0.48 0.34 0.32 0.29 0.30 0.53 0.31 0.50 0.50 0.51 -1.00

# 4
C4H9N2O2 | wB97M-V/def2-TZVPD

The geometry in XYZ format:
```
17
C4H9N2O2 (wB97M-V/def2-TZVPD)
N -1.82336 -1.36319 0.53046
C -0.86232 -1.05212 1.37570
O -0.93006 -1.51851 2.54482
C 0.37011 -0.29763 0.99988
C 0.03856 0.63150 -0.14529
N -0.33675 0.03744 -1.45951
C 1.44502 1.26359 -0.58474
O 1.94085 0.80413 -1.72570
H -2.73941 -1.72163 0.87562
H -1.74901 -1.06490 -0.41031
H 0.81029 0.31996 1.65286
H 1.22806 -0.94924 0.82403
H -0.67797 1.41518 0.11202
H 0.53015 -0.38872 -1.84863
H -0.67236 0.84843 -2.11755
H 1.30176 2.26283 -0.77287
H 2.12644 0.77287 0.14920
```

As for the max |F|: 5.30 eV/Å. The energy above the lowest of the compared OMol25 structures with the same formula, charge and spin comes out at 318.7 kJ/mol. The value obtained for the molecular weight is 117.1 u. The orbital gap comes out at 6.566 eV. The SMILES is NC(=O)C[C@H](N)C[O-]. As for the total charge: -1.

natural (NBO) atomic charges, in units of e: -0.82 0.67 -0.71 -0.52 -0.11 -0.92 -0.06 -0.97 0.39 0.43 0.24 0.24 0.16 0.41 0.35 0.12 0.09

# 5
C4H9N2O2 | wB97M-V/def2-TZVPD

The geometry in XYZ format:
```
17
C4H9N2O2 (wB97M-V/def2-TZVPD)
O 0.16546 2.02471 0.82106
C 0.38852 1.06301 1.58839
O -0.10191 -0.09053 1.53742
C 1.31452 1.36143 2.79628
H 1.99366 0.52715 2.96334
H 1.91331 2.24205 2.56978
H 0.67446 1.55778 3.65425
C -0.00276 0.02854 -2.43839
N -1.90715 -1.23746 -0.90384
C -0.63466 -1.80704 -1.21041
N 0.28072 -1.31004 -1.93003
H 0.81228 0.32920 -3.09675
H -0.04989 0.78991 -1.64923
H -0.94587 0.06634 -2.99243
H -2.43204 -1.98732 -0.47841
H -1.04492 -0.75276 -0.41390
H -0.42372 -2.80495 -0.81713
```

As for the max |F|: 4.54 eV/Å. The energy above the lowest of the compared OMol25 structures with the same formula, charge and spin comes out at 241.1 kJ/mol. The value obtained for the molecular weight is 117.1 u. The orbital gap comes out at 8.223 eV. As for the total charge: -1.

natural (NBO) atomic charges, in units of e: -0.78 0.77 -0.81 -0.73 0.20 0.20 0.20 -0.48 -0.86 0.19 -0.48 0.18 0.24 0.18 0.36 0.48 0.15

# 6
C4H9N2O2 | wB97M-V/def2-TZVPD

The geometry in XYZ format:
```
17
C4H9N2O2 (wB97M-V/def2-TZVPD)
N 2.22269 0.92472 -0.09463
C 1.75986 -0.29011 -0.49967
O 2.31188 -0.97493 -1.34125
C 0.39706 -0.67041 0.10355
N 0.32510 -0.43112 1.54584
C -0.64615 0.15958 -0.68973
C -2.17616 0.08437 -0.16289
O -2.41498 0.46383 1.11005
H 3.15263 1.19885 -0.35576
H 1.72176 1.47062 0.60353
H 0.24619 -1.73092 -0.10200
H -0.09659 -1.25892 1.95106
H -0.59134 0.11720 1.68948
H -0.68857 -0.01194 -1.76636
H -0.40608 1.23244 -0.70901
H -2.43318 -0.97839 -0.33299
H -2.68410 0.69513 -0.94921
```

As for the max |F|: 2.29 eV/Å. The energy above the lowest of the compared OMol25 structures with the same formula, charge and spin comes out at 164.9 kJ/mol. The value obtained for the molecular weight is 117.1 u. The orbital gap comes out at 6.755 eV. The SMILES is NC(=O)[C@@H](N)CC[O-]. As for the total charge: -1.

natural (NBO) atomic charges, in units of e: -0.84 0.69 -0.66 -0.15 -0.91 -0.46 0.00 -0.96 0.38 0.41 0.19 0.35 0.43 0.19 0.18 0.07 0.08

# 7
C4H9N2O2 | wB97M-V/def2-TZVPD

The geometry in XYZ format:
```
17
C4H9N2O2 (wB97M-V/def2-TZVPD)
C 1.66727 -0.00660 -0.67504
C -1.47328 1.14520 0.18790
C -0.88889 -0.14249 -0.28853
C 0.40198 -0.65317 0.16170
N 1.44393 0.67365 -1.70839
N 2.75301 -0.26748 -0.03102
O 0.27526 0.70751 -2.23485
O 0.52353 -2.02046 -0.01868
H -0.65201 1.70286 0.65745
H -2.05676 1.65733 -0.48089
H -2.17234 0.89612 0.91294
H -1.63989 -0.86599 -0.82801
H -0.51716 0.43454 -1.59860
H 0.82088 -0.25026 1.07152
H 2.86615 -1.23714 0.40593
H 3.66795 0.18755 -0.25345
H 0.26217 -2.25887 -0.89156
```

As for the max |F|: 5.54 eV/Å. The energy above the lowest of the compared OMol25 structures with the same formula, charge and spin comes out at 610.8 kJ/mol. The value obtained for the molecular weight is 117.1 u. The orbital gap (alpha / beta) comes out at 6.951 / 6.953 eV. As for the total charge: +1.

natural (NBO) atomic charges, in units of e: 0.42 -0.67 -0.01 -0.04 -0.02 -0.82 -0.35 -0.66 0.24 0.27 0.29 0.28 0.40 0.29 0.45 0.45 0.49

# 8
C4H9N2O5PbS2 | wB97M-V/def2-TZVPD

The geometry in XYZ format:
```
23
C4H9N2O5PbS2 (wB97M-V/def2-TZVPD)
C -1.14286 1.56103 1.38290
C -0.49458 2.16830 0.00670
O -0.54505 3.52334 -0.12673
N 0.11480 1.39891 -1.13640
C -0.75772 0.28658 -1.65643
S 1.77112 0.94516 -0.88088
O 2.37605 1.82551 0.27754
O 2.55549 1.41610 -2.16898
N 2.09012 -0.75595 -0.72606
S 1.48909 -1.44515 0.75447
C -0.25311 -2.21350 0.58815
O 1.58458 -0.53866 2.00380
O 2.42071 -2.68329 1.06156
H -2.33408 1.55888 1.31140
H -0.77816 0.46121 1.54111
H -0.80585 2.22256 2.30327
H -1.63287 0.02093 -0.89000
H -0.19430 -0.66425 -2.04091
H -1.32787 0.72899 -2.60835
H -0.56116 -2.29264 -0.55144
H -1.05152 -1.68138 1.25741
H -0.20105 -3.34234 0.97293
Pb -2.32178 -2.50037 -0.67504
```

As for the max |F|: 10.38 eV/Å. The energy above the lowest of the compared OMol25 structures with the same formula, charge and spin comes out at 297.0 kJ/mol. The value obtained for the molecular weight is 436.5 u. The orbital gap comes out at 3.351 eV. As for the total charge: +1.

natural (NBO) atomic charges, in units of e: -0.73 0.65 -0.43 -0.67 -0.46 2.09 -0.82 -0.81 -0.94 1.98 -0.97 -0.79 -0.81 0.24 0.19 0.32 0.11 0.24 0.28 0.05 0.27 0.33 1.66